[1]
43
Properties=species:S:1:pos:R:3:forces:R:3:lowdin_charge:R:1 method="wB97M-V/def2-TZVPD" smiles="Cc1nn(-c2ccc3c(N)ncnc3c2F)c2c1C(=O)CC(C)(C)C2" de_lowest_kj_mol=0.0 orbital_gap_ev=8.43
C 4.28142 1.85100 2.75981 0.2 0.0 0.4 -0.025
C 3.01013 1.30057 2.18291 -0.1 -0.3 0.3 -0.251
N 2.78602 1.23028 0.88990 0.1 0.0 0.0 0.144
N 1.56075 0.64970 0.74505 -1.9 -0.7 1.2 -0.030
C 0.84985 0.67275 -0.48824 0.3 -0.5 -0.7 -0.120
C 0.90613 1.87028 -1.19637 -1.0 1.8 -2.3 0.011
C 0.27811 2.03631 -2.46857 1.5 -0.2 2.4 0.016
C -0.39971 0.94023 -3.02932 1.0 1.0 1.4 -0.126
C -1.03753 1.00244 -4.25125 -1.7 0.0 -3.4 -0.333
N -1.10132 2.09418 -5.09495 1.7 1.0 1.4 0.134
N -1.71016 -0.00135 -4.80759 0.3 -0.9 1.6 0.122
C -1.71329 -1.11874 -4.05481 0.5 0.1 0.6 -0.167
N -1.09853 -1.30138 -2.88777 -1.4 -1.8 -1.1 0.123
C -0.44859 -0.28456 -2.35166 0.4 0.6 0.6 -0.175
C 0.21627 -0.41272 -1.08467 0.5 0.9 -0.1 -0.131
F 0.29685 -1.60963 -0.52337 -0.2 -0.3 0.2 0.111
C 0.95597 0.42662 1.97728 0.1 -1.1 -1.0 -0.094
C 1.87399 0.78583 2.90776 -0.3 0.4 0.0 -0.064
C 1.57289 0.64922 4.32652 1.7 -0.3 0.6 -0.320
O 2.46990 0.90942 5.12163 -1.0 -0.1 0.2 0.070
C 0.19994 0.12604 4.76799 0.1 0.2 -1.2 -0.040
C -0.56019 -0.73496 3.71380 0.5 -0.2 0.7 -0.537
C -2.04590 -0.80549 4.05346 0.2 1.1 -0.3 -0.055
C 0.00838 -2.17721 3.76180 -0.2 0.4 -0.6 -0.033
C -0.42676 -0.14644 2.29477 1.2 -0.1 -0.7 -0.045
H 5.12901 1.72889 2.07099 -0.4 0.1 0.0 0.076
H 4.13656 2.93624 2.95046 0.2 -0.6 0.1 0.092
H 4.53906 1.32807 3.71477 -0.4 0.6 -0.8 0.086
H 1.43583 2.71452 -0.72732 -0.3 -0.5 -0.4 0.121
H 0.36277 2.99408 -2.98016 -0.1 -0.3 0.2 0.108
H -1.45380 1.82005 -5.98733 -0.1 0.0 -0.5 0.089
H -0.24273 2.65155 -5.12188 -0.7 -0.1 -0.1 0.102
H -2.27144 -1.94076 -4.49185 0.1 -0.2 0.3 0.108
H -0.36413 1.02407 5.01779 -0.2 0.1 0.1 0.132
H 0.32607 -0.46450 5.65975 0.1 0.0 0.5 0.122
H -2.55000 -1.42745 3.32788 -0.3 -0.2 -0.2 0.082
H -2.19861 -1.22950 5.03212 -0.1 -0.1 0.4 0.083
H -2.46842 0.22045 4.00619 0.0 -0.6 0.2 0.096
H -0.53702 -2.77291 3.00945 0.4 0.0 0.3 0.091
H 1.05768 -2.12109 3.48763 0.2 -0.3 -0.1 0.086
H -0.06838 -2.67781 4.74250 -0.1 0.4 -0.3 0.094
H -0.71460 -0.92991 1.57086 0.0 0.5 0.1 0.124
H -1.05376 0.71971 2.18567 -0.9 0.2 -0.1 0.125



[2]
16
Properties=species:S:1:pos:R:3:forces:R:3:lowdin_charge:R:1 method="wB97M-V/def2-TZVPD" de_lowest_kj_mol=368.2 orbital_gap_ev="7.92 / 8.72"
C 1.84264 0.41763 -0.17302 -0.3 0.3 0.2 -0.045
C 0.43199 -0.08374 0.05071 0.0 0.5 0.7 -0.221
C 0.30609 -1.25664 0.99127 -0.2 0.3 0.2 -0.056
C -1.55309 1.19898 0.31702 -0.3 -0.3 -0.2 -0.001
N -1.53226 0.59017 -0.97741 0.3 -0.4 -0.4 0.010
C -0.44739 -0.19478 -1.11964 0.3 -0.7 -0.3 -0.561
O -0.11310 -1.04099 -1.92692 -0.8 0.2 -0.9 0.083
H 2.55693 -0.39355 -0.41530 -0.6 0.1 0.1 0.098
H 2.18384 0.86102 0.76148 0.2 0.1 0.0 0.081
H 1.91106 1.15260 -0.97891 -0.1 0.0 0.2 0.086
H 0.44346 -0.85042 1.99290 0.0 -0.2 0.2 0.086
H 1.05340 -2.05485 0.84549 -0.1 0.5 -0.2 0.096
H -0.68504 -1.71290 0.91811 0.1 0.1 0.1 0.089
H -2.01021 0.58554 1.09989 0.3 -0.1 -0.1 0.047
H -2.11861 2.15910 0.28096 1.2 -0.2 0.2 0.062
H -2.26969 0.62283 -1.66661 0.0 0.0 0.1 0.145